Record 1
Computed, not measured: an isolated molecule of C6H12N2O, with ωB97M-V with the def2-TZVPD basis set.

frontier orbital gap	0.3064	hartree
HOMO level	-7.5	eV
energy relative to the best compared isomer or geometry (same formula, charge and spin)	12.4	kcal per mole
SMILES string	CC(=O)CC(C)=C(N)N
spin multiplicity	1

Geometry (Å):
C 2.141 1.314 -0.205
C 1.725 -0.091 -0.551
O 2.325 -1.057 -0.153
C 0.432 -0.215 -1.333
C -0.580 -0.618 -0.281
C -0.704 -2.108 -0.113
C -1.157 0.268 0.543
N -0.987 1.661 0.436
N -2.014 -0.093 1.586
H 1.456 1.705 0.541
H 3.150 1.316 0.200
H 2.092 1.958 -1.081
H 0.181 0.714 -1.839
H 0.516 -1.016 -2.073
H 0.256 -2.525 0.186
H -1.455 -2.387 0.625
H -0.984 -2.568 -1.059
H -1.799 2.163 0.763
H -0.723 1.955 -0.490
H -2.075 0.616 2.303
H -1.793 -0.993 1.994

=====

Record 2
Computed, not measured: a structure of composition C16H16F3N2O4S, with ωB97M-V with the def2-TZVPD basis set.

frontier orbital gap	0.2503	hartree
net charge	-1
HOMO level	-4.7	eV
energy relative to the best compared isomer or geometry (same formula, charge and spin)	0.0	kcal per mole
spin multiplicity	1

Geometry (Å):
F -1.385 3.238 1.396
C -0.761 2.630 0.331
F -0.774 3.482 -0.716
F 0.531 2.354 0.666
S -1.524 1.100 -0.159
N 1.705 2.325 -1.924
C 3.042 2.211 -1.772
O 3.613 1.610 -0.869
C 3.740 2.960 -2.941
C 2.607 3.308 -3.890
C 1.354 2.792 -3.159
O 0.227 2.789 -3.664
H 4.196 3.876 -2.555
H 4.500 2.328 -3.404
H 2.558 4.388 -4.053
H 2.678 2.800 -4.855
C 4.232 -0.775 1.200
C 3.050 -1.359 0.470
O 1.905 -0.509 0.805
C 0.792 -0.756 0.103
C -0.451 -0.075 0.719
N -1.477 -1.054 0.785
C -2.582 -0.653 1.317
C -3.557 -1.681 1.472
C -4.805 -1.481 2.105
C -5.573 -2.613 2.374
C -5.130 -3.879 1.975
C -3.887 -4.072 1.342
C -3.140 -2.939 1.028
O 0.744 -1.559 -0.792
H 5.136 -1.363 0.998
H 4.409 0.254 0.861
H 4.028 -0.788 2.277
H 3.210 -1.367 -0.613
H 2.833 -2.381 0.825
H -0.129 0.254 1.722
H -2.860 0.397 1.635
H -5.086 -0.465 2.367
H -6.517 -2.500 2.892
H -5.767 -4.756 2.134
H -3.497 -5.048 1.083
H -2.191 -3.025 0.485

=====

Record 3
Computed, not measured: the ion C4H11N2 with charge +1, with ωB97M-V with the def2-TZVPD basis set.

frontier orbital gap	0.4342	hartree
net charge	+1
HOMO level	-14.9	eV
energy relative to the best compared isomer or geometry (same formula, charge and spin)	71.7	kcal per mole
SMILES string	C[C@@]1([NH3+])C[C@@H]1N
spin multiplicity	1

Geometry (Å):
C 0.347 -1.488 -1.380
C -0.137 -0.391 -0.088
N -1.524 0.041 0.020
C 0.733 -0.435 1.115
C 0.814 0.735 0.210
N 0.180 1.898 0.742
H -0.269 -2.282 -1.662
H 1.339 -2.039 -1.200
H 0.380 -0.819 -2.165
H -2.068 -0.053 -0.818
H -1.913 -0.384 0.913
H -1.190 1.162 0.240
H 1.646 -1.091 1.266
H 0.082 -0.252 2.076
H 1.741 0.669 -0.371
H 0.304 2.687 0.114
H 0.530 2.093 1.682

=====

Record 4
Computed, not measured: a cluster of 2 separate species, C3H6NO in total, with ωB97M-V with the def2-TZVPD basis set.

frontier orbital gap	0.3071	hartree
net charge	+1
HOMO level	-14.1	eV
energy relative to the best compared isomer or geometry (same formula, charge and spin)	73.8	kcal per mole
spin multiplicity	1

Geometry (Å):
C 1.740 -0.917 0.786
C -1.895 0.955 -1.706
C 1.022 0.375 0.924
N 0.347 -0.693 1.213
O -1.393 0.399 -0.744
H 1.617 -1.395 -0.178
H 2.483 -1.382 1.400
H -1.862 0.472 -2.688
H -2.515 1.914 -1.516
H 0.833 1.445 0.844
H -0.378 -1.173 1.664

=====

Record 5
Computed, not measured: the ion C5H10NO2 with charge +1, with ωB97M-V with the def2-TZVPD basis set.

frontier orbital gap	0.4228	hartree
net charge	+1
HOMO level	-14.8	eV
energy relative to the best compared isomer or geometry (same formula, charge and spin)	11.8	kcal per mole
SMILES string	C=C([NH3+])CCC(=O)O
spin multiplicity	1

Geometry (Å):
C 0.024 1.554 -1.975
C 0.712 0.673 -1.294
N 0.836 -0.694 -1.774
C 1.233 0.830 0.127
C 0.224 0.510 1.245
C -0.722 -0.663 1.282
O -0.702 -1.619 0.537
O -1.605 -0.524 2.227
H -0.504 1.297 -2.890
H 0.114 2.592 -1.666
H 1.799 -1.014 -1.819
H 0.448 -0.860 -2.695
H 0.313 -1.300 -1.076
H 2.037 0.098 0.172
H 1.667 1.818 0.281
H 0.816 0.452 2.107
H -0.394 1.376 1.469
H -1.984 -1.373 2.501

=====

Record 6
Computed, not measured: an isolated molecule of C4H8N2O, with ωB97M-V with the def2-TZVPD basis set.

frontier orbital gap	0.2569	hartree
HOMO level	-6.5	eV
energy relative to the best compared isomer or geometry (same formula, charge and spin)	130.1	kcal per mole
spin multiplicity	1

Geometry (Å):
C -1.975 0.189 0.254
C -0.047 -0.067 -1.371
N -0.727 0.748 -0.324
C 0.524 0.568 0.527
C 0.998 -0.444 -0.501
N 2.002 -1.247 -0.473
O 2.713 -0.983 0.749
H -2.496 0.944 0.850
H -1.714 -0.672 0.874
H -2.613 -0.142 -0.567
H -0.624 -0.537 -2.157
H -0.892 1.726 -0.578
H 0.283 0.209 1.531
H 1.104 1.492 0.581
H 3.422 -1.635 0.702

=====

Record 7
Computed, not measured: a structure of composition C27H14Br2Cl4IN3O2S2V, with ωB97M-V with the def2-TZVPD basis set.

frontier orbital gap (alpha / beta)	0.1493 / 0.1484	hartree
net charge	-2
HOMO level (alpha / beta)	-0.2 / -0.2	eV
energy relative to the best compared isomer or geometry (same formula, charge and spin)	25.3	kcal per mole
spin multiplicity	2

Geometry (Å):
V -0.067 0.526 -0.160
Br -0.217 0.993 6.412
C -0.172 0.779 4.515
C 0.948 0.206 3.915
C 0.917 0.077 2.534
N -0.068 0.521 1.768
C -1.142 1.122 2.362
C -1.234 1.223 3.764
C -2.050 1.691 1.430
C -3.163 2.478 1.769
C -3.879 3.066 0.763
Br -5.384 4.161 1.187
C -3.503 2.896 -0.580
C -2.409 2.097 -0.827
N -1.698 1.490 0.114
H 1.794 -0.138 4.488
H 1.741 -0.397 2.015
H -2.114 1.637 4.234
H -3.438 2.615 2.804
H -4.045 3.371 -1.381
H -2.083 1.931 -1.848
S 0.077 0.175 -2.485
C -1.248 -0.859 -2.905
C -1.517 -1.131 -4.247
C -2.590 -1.920 -4.608
C -3.412 -2.460 -3.628
C -3.137 -2.237 -2.292
C -2.052 -1.449 -1.908
S -1.648 -1.269 -0.230
H -0.864 -0.704 -4.997
H -2.788 -2.117 -5.656
H -4.264 -3.066 -3.916
H -3.757 -2.679 -1.524
Cl 5.072 5.023 -0.070
C 4.125 3.577 -0.093
C 4.755 2.346 -0.095
Cl 6.480 2.250 -0.051
C 3.995 1.177 -0.132
Cl 4.774 -0.374 -0.142
C 2.599 1.217 -0.157
O 1.833 0.200 -0.199
C 1.936 2.503 -0.133
O 0.661 2.478 -0.142
C 2.730 3.652 -0.114
Cl 1.956 5.204 -0.123
I -0.570 -3.004 2.614
C 0.775 -3.391 1.023
C 1.313 -4.657 0.912
C 2.165 -4.884 -0.162
C 2.393 -3.855 -1.069
C 1.793 -2.626 -0.846
N 1.016 -2.403 0.205
H 1.080 -5.430 1.627
H 2.636 -5.849 -0.282
H 3.026 -4.002 -1.932
H 1.923 -1.783 -1.517

=====

Record 8
Computed, not measured: a structure of composition LiN4O24S3Sr5, with ωB97M-V with the def2-TZVPD basis set.

frontier orbital gap	0.0471	hartree
net charge	+1
HOMO level	-8.7	eV
spin multiplicity	1

Geometry (Å):
Sr -6.404 -14.988 -10.823
Sr -0.424 -15.163 -12.026
Sr -2.555 -10.226 -9.840
Sr -2.548 -15.076 -8.164
Sr -4.087 -15.066 -14.053
Li -2.512 -11.838 -13.394
N -2.427 -11.617 -16.212
O -2.705 -12.444 -15.296
O -1.287 -11.555 -16.714
O -3.284 -10.837 -16.648
N -5.108 -12.640 -8.922
O -6.335 -12.581 -8.931
O -4.765 -13.842 -8.677
O -4.302 -11.738 -9.132
N 1.080 -12.286 -13.823
O 0.138 -12.825 -13.117
O 1.947 -11.620 -13.195
O 1.132 -12.420 -15.033
N -1.699 -15.582 -15.923
O -1.325 -14.660 -16.649
O -1.642 -15.602 -14.644
O -2.460 -16.384 -16.511
S -2.954 -13.458 -11.497
O -2.513 -13.864 -12.801
O -2.867 -11.965 -11.407
O -4.241 -14.108 -11.431
O -1.924 -14.010 -10.577
S -6.476 -12.685 -13.525
O -6.429 -14.170 -13.191
O -6.545 -12.169 -12.158
O -5.332 -12.475 -14.405
O -7.581 -12.121 -14.335
S -3.644 -17.413 -11.462
O -3.523 -18.826 -11.343
O -4.307 -17.114 -12.727
O -4.395 -16.732 -10.342
O -2.335 -16.731 -11.630

=====

Number 1: strongest force on any atom 0.01051 Eh/bohr, electronic energy -420.564207 Eh. Number 2: strongest force on any atom 0.04617 Eh/bohr, electronic energy -1727.590236 Eh. Number 3: strongest force on any atom 0.11490 Eh/bohr, electronic energy -268.190643 Eh. Number 4: strongest force on any atom 0.09693 Eh/bohr, electronic energy -247.498458 Eh. Number 5: strongest force on any atom 0.03568 Eh/bohr, electronic energy -401.506142 Eh. Number 6: strongest force on any atom 0.01064 Eh/bohr, electronic energy -341.796270 Eh. Number 7: strongest force on any atom 0.05084 Eh/bohr, electronic energy -10379.090413 Eh. Number 8: strongest force on any atom 0.10480 Eh/bohr, electronic energy -3380.138762 Eh.